No. 1
Entry from the OMol25 dataset: a structure of composition C5H34O16 (ωB97M-V/def2-TZVPD).

Geometry as XYZ:
```
55
Properties=species:S:1:pos:R:3:forces:R:3
O -2.698296 -4.120202 1.205075 -0.690 0.865 -0.968
O 2.245161 2.677497 -1.174845 -0.056 0.863 -1.426
O -0.751906 -2.457121 1.961627 -1.597 0.173 2.161
O -2.854226 -1.089357 2.403657 -0.249 -2.248 -0.700
O 0.602726 1.604533 -3.754789 -1.215 1.680 0.867
O 3.372742 -2.296139 -3.214608 -1.630 -1.323 2.450
O -1.807671 1.279214 -4.631167 -0.225 -0.182 -1.448
O 2.752672 1.325564 0.766476 2.232 1.135 -1.516
O -0.826018 1.399603 3.295589 -0.765 -2.563 0.514
O 4.691275 -0.166528 0.261019 -0.045 -0.606 0.121
O 1.056444 -3.394826 1.142249 1.583 -1.770 0.247
O 2.718672 0.787988 -2.766574 -0.385 2.084 1.368
O -0.022240 -1.062286 4.801125 -1.580 0.971 1.628
O -0.125636 3.118443 -1.676460 2.070 1.136 -1.374
O -3.742299 -1.317040 -0.530055 -2.518 -1.252 -1.857
O -3.505934 1.289427 3.412854 -5.081 -0.409 -0.687
C -0.576686 2.241374 -0.711597 -0.663 -2.143 -2.051
C 0.175804 -2.574771 1.146702 1.328 2.833 -2.448
C -0.213279 0.705912 -1.095643 -5.329 1.062 2.351
C -0.662094 -0.192862 0.157057 1.823 -1.615 -2.015
C 0.119801 -1.565006 -0.081410 -3.965 -1.047 1.369
H 0.878724 -1.010873 4.631603 2.841 0.574 -0.162
H 0.787705 0.547357 -1.279431 2.096 -0.134 -0.541
H -1.695010 2.299589 -0.669295 0.694 -0.053 0.150
H 2.863939 3.387945 -1.030246 0.299 0.309 0.255
H 4.164209 0.642385 0.388711 0.292 0.527 -0.069
H -2.871399 -3.279450 0.693466 0.326 -1.377 0.751
H -3.474584 -1.877255 2.471820 1.176 1.397 0.043
H 3.560002 -1.388660 -3.187594 0.857 2.388 -0.890
H 2.857159 -2.221757 -2.345081 0.661 -1.122 -1.570
H -0.866296 0.403721 -2.007589 1.322 0.436 1.439
H 2.155848 1.007377 1.364402 -2.652 -1.184 2.209
H -0.179925 2.536687 0.214734 0.549 -0.091 1.724
H -3.009073 -1.380224 -1.108298 1.268 0.114 -0.626
H -0.631557 -2.270415 -0.610335 1.547 1.229 -0.596
H -0.858763 1.510812 -4.494419 -0.030 -0.305 0.488
H -1.389449 0.682018 2.823932 1.433 1.737 0.907
H 3.629249 0.649561 -2.707949 2.471 -0.963 -0.088
H -0.321677 0.098601 1.126050 0.444 1.100 0.514
H -2.261167 1.462050 -3.824715 -0.189 0.270 0.859
H 2.344932 1.653497 -0.082726 -0.121 0.448 0.482
H 2.739073 1.741937 -2.181935 -1.275 -1.851 -0.909
H 1.024327 -1.285051 -0.571999 0.714 -0.813 -0.411
H -1.770886 -4.038113 1.474901 -0.144 0.322 0.133
H -1.728413 -0.352632 0.267510 0.085 0.242 -0.329
H -3.479938 -1.011178 0.293757 1.115 1.005 2.560
H -1.943843 -1.565342 2.141764 -0.993 0.461 0.327
H 3.946641 -0.713274 0.556657 0.555 -0.639 -0.236
H -3.570619 0.555181 2.770654 1.357 0.466 0.816
H -0.616114 0.889674 4.135774 -0.131 0.681 -1.380
H 1.100563 3.169555 -1.610193 -2.054 -0.917 0.885
H 1.283987 0.943266 -3.594657 0.056 0.237 0.241
H 0.335075 2.121264 -2.864091 0.612 -0.972 -2.112
H -0.235936 -1.727023 4.186130 -1.290 -1.578 -1.612
H -2.715795 1.625351 3.712404 3.069 0.412 0.162
```
Positions in Å, forces in eV/Å.

Output
**E_HOMO**: -3.500 eV
**ΔE to the lowest compared entry with this formula, charge and spin**: 295.82 kJ/mol
**LUMO level**: 0.17249 Ha
**Net charge**: -2

No. 2
Entry from the OMol25 dataset: a structure of composition C2H5HgO (ωB97M-V/def2-TZVPD).

Geometry as XYZ:
```
9
Properties=species:S:1:pos:R:3:forces:R:3
Hg 2.048328 0.003845 -0.177051 6.737 -0.600 -0.882
O 0.163895 0.165472 0.070062 -6.068 0.337 0.873
C -2.070954 0.342536 0.069150 0.303 0.354 0.185
C -1.001502 -0.725673 -0.007521 0.620 1.560 0.153
H -0.758716 1.112102 0.158017 -1.537 -1.257 -0.246
H -2.682150 0.240551 0.979094 -0.027 0.221 -0.233
H -0.978960 -1.211901 -0.999726 -0.006 -0.471 0.714
H -2.709187 0.359958 -0.827563 0.040 0.248 0.241
H -0.975733 -1.349214 0.904934 -0.063 -0.392 -0.805
```
Positions in Å, forces in eV/Å.

Output
**E_HOMO**: -1.902 eV
**ΔE to the lowest compared entry with this formula, charge and spin**: 1.49 kJ/mol
**LUMO level**: 0.15403 Ha
**Net charge**: -1

No. 3
Entry from the OMol25 dataset: an isolated molecule of C3H5FSi (ωB97M-V/def2-TZVPD).

Geometry as XYZ:
```
10
Properties=species:S:1:pos:R:3:forces:R:3
Si 1.289813 -0.566499 -0.548506 -1.809 -0.945 2.802
F 1.296363 -1.371889 1.032768 0.253 1.708 -3.362
C -0.578219 -0.055484 -0.876438 -1.075 0.327 1.953
C -1.489773 0.993547 1.890313 3.695 -3.001 -8.944
C -1.136440 0.462882 0.612681 -1.685 3.968 8.009
H -0.631752 0.834215 -1.643968 -0.168 -1.854 1.551
H -1.181214 -1.011053 -1.201826 1.019 2.119 0.544
H 1.663825 -1.546425 -1.560740 0.222 -0.225 -0.032
H 2.125314 0.644360 -0.604306 0.098 -0.177 0.317
H -1.357917 1.616345 2.900024 -0.549 -1.919 -2.838
```
Positions in Å, forces in eV/Å.

Output
**E_HOMO**: -9.241 eV
**SMILES string**: C#CC[SiH2]F
**LUMO level**: 0.02170 Ha